Entry 1:
{"formula": "C26H28N6O2Zn", "method": "ωB97M-V with the def2-TZVPD basis set", "gap_ev": 8.50, "lumo_ha": -0.2050, "charge": 2, "mol_weight_g_mol": 521.9, "energy_ev": -88855.656, "de_lowest_kj_mol": 5.2, "symbols": ["Zn", "C", "O", "C", "C", "O", "C", "H", "H", "H", "H", "H", "H", "H", "H", "H", "H", "C", "C", "N", "C", "C", "C", "C", "C", "C", "C", "C", "N", "C", "N", "H", "H", "H", "H", "H", "H", "H", "H", "H", "C", "C", "N", "C", "C", "C", "C", "C", "C", "C", "C", "N", "C", "N", "H", "H", "H", "H", "H", "H", "H", "H", "H"], "xyz": [[0.04083, -0.05453, 0.80582], [1.12179, -2.23205, -1.23913], [0.02227, -1.43981, -0.74588], [-1.15164, -2.22600, -0.47469], [-2.32640, -1.28434, -0.45898], [-2.00621, -0.18868, 0.42034], [-3.00417, 0.85047, 0.34217], [0.83762, -2.68513, -2.18750], [1.38619, -3.00523, -0.51598], [1.96511, -1.56424, -1.39221], [-1.03342, -2.73744, 0.48675], [-1.28749, -2.97284, -1.25680], [-3.22119, -1.79746, -0.10319], [-2.50583, -0.88873, -1.46062], [-3.94248, 0.48211, 0.75495], [-3.14983, 1.15042, -0.69553], [-2.65733, 1.70197, 0.91649], [-0.47542, 3.67253, 2.58976], [-0.46151, 2.34762, 2.23630], [0.24575, 1.89504, 1.17739], [1.00523, 2.75961, 0.49712], [1.06846, 4.11528, 0.80521], [0.28632, 4.57558, 1.85457], [1.90404, 5.04792, 0.02095], [3.20241, 4.96519, -0.27512], [4.21448, 3.98007, 0.14024], [5.51382, 4.12310, -0.33790], [6.43667, 3.15542, 0.01930], [6.13131, 2.16438, 0.85240], [4.88876, 2.16024, 1.31787], [3.90634, 2.98253, 0.97896], [-1.07401, 4.00164, 3.42746], [-1.01594, 1.61398, 2.81011], [1.54633, 2.37934, -0.35847], [0.28884, 5.62775, 2.10919], [1.37542, 5.92829, -0.33012], [3.61451, 5.76677, -0.87704], [5.78885, 4.95381, -0.97303], [7.44748, 3.16619, -0.37153], [4.64927, 1.40109, 2.05618], [0.78342, -2.31051, 4.26825], [0.21316, -1.71821, 3.16644], [0.95878, -1.15681, 2.19324], [2.29368, -1.19248, 2.29498], [2.95355, -1.75259, 3.38307], [2.16405, -2.30897, 4.38931], [4.40878, -1.66864, 3.57353], [5.40639, -1.69006, 2.68774], [5.39959, -1.97890, 1.24446], [6.54858, -1.73070, 0.50179], [6.53144, -2.07997, -0.83892], [5.48057, -2.67439, -1.39549], [4.44037, -2.88292, -0.60127], [4.32227, -2.53849, 0.67465], [0.15291, -2.75105, 5.02750], [-0.86292, -1.68765, 3.04292], [2.85811, -0.74874, 1.48729], [2.63602, -2.74298, 5.26166], [4.69300, -1.55838, 4.61487], [6.40326, -1.53856, 3.08588], [7.42286, -1.28388, 0.95496], [7.37924, -1.89439, -1.48778], [3.59600, -3.40224, -1.04401]], "nbo_charge": [1.70, -0.26, -0.64, -0.11, -0.09, -0.65, -0.25, 0.22, 0.20, 0.21, 0.20, 0.23, 0.22, 0.21, 0.21, 0.20, 0.21, -0.22, 0.02, -0.67, 0.10, -0.06, -0.10, -0.18, -0.18, 0.17, -0.26, 0.09, -0.43, 0.26, -0.48, 0.26, 0.21, 0.22, 0.25, 0.24, 0.23, 0.24, 0.22, 0.17, -0.23, 0.03, -0.68, 0.09, -0.07, -0.08, -0.19, -0.16, 0.16, -0.25, 0.09, -0.42, 0.25, -0.49, 0.26, 0.21, 0.22, 0.25, 0.23, 0.24, 0.24, 0.22, 0.17]}



Entry 2:
{"formula": "C26H28N6S3SiV", "method": "ωB97M-V with the def2-TZVPD basis set", "gap_ev": [6.47, 6.79], "lumo_ha": [-0.0043, -0.0113], "spin_multiplicity": 4, "mol_weight_g_mol": 599.8, "energy_ev": -102432.825, "de_lowest_kj_mol": 0.0, "symbols": ["V", "N", "C", "S", "N", "N", "C", "C", "C", "C", "C", "C", "C", "C", "C", "C", "C", "C", "N", "H", "H", "H", "H", "H", "H", "H", "H", "H", "H", "H", "C", "Si", "C", "C", "C", "C", "C", "C", "N", "C", "S", "H", "H", "H", "H", "H", "H", "H", "H", "H", "H", "H", "H", "S", "C", "N", "C", "C", "C", "C", "H", "H", "H", "H", "H"], "xyz": [[0.73378, -0.34542, -0.25069], [1.17346, 2.92980, -3.31545], [0.97242, 2.06699, -2.27781], [1.71823, 0.50487, -2.40294], [0.29352, 2.56134, -1.26849], [0.10085, 1.66662, -0.25307], [-0.53675, 2.10303, 0.78421], [-1.01914, 3.49910, 0.93193], [-0.41325, 4.34154, 1.85735], [-0.86142, 5.64595, 2.01606], [-1.92381, 6.10985, 1.25528], [-2.53386, 5.26931, 0.33270], [-2.08214, 3.96996, 0.16823], [-0.81585, 1.10571, 1.83247], [-1.58006, 1.39159, 2.95890], [-1.83587, 0.38117, 3.86920], [-1.33272, -0.88846, 3.63205], [-0.59152, -1.09760, 2.48271], [-0.33695, -0.13037, 1.60637], [1.46941, 2.52701, -4.18709], [0.56902, 3.73514, -3.34988], [0.41541, 3.97282, 2.45157], [-0.38144, 6.29799, 2.73447], [-2.27749, 7.12515, 1.37976], [-3.36263, 5.62958, -0.26297], [-2.54341, 3.31490, -0.55970], [-1.96751, 2.38993, 3.10339], [-2.42984, 0.58152, 4.75122], [-1.51517, -1.70639, 4.31410], [-0.18873, -2.07340, 2.23937], [-1.60643, -6.52346, -2.87585], [-1.94418, -4.81964, -2.16063], [-2.56639, -3.74268, -3.55194], [-3.24674, -4.95057, -0.82174], [-0.34926, -4.21020, -1.35631], [0.64696, -5.11539, -1.01824], [1.82548, -4.71271, -0.38764], [1.97375, -3.37492, -0.10195], [1.02630, -2.47919, -0.38933], [-0.11735, -2.86324, -1.00589], [-1.21627, -1.54552, -1.26867], [-2.50556, -6.89059, -3.37573], [-1.33188, -7.26357, -2.12198], [-0.80617, -6.48334, -3.61881], [-3.38487, -4.26281, -4.05732], [-1.78514, -3.54245, -4.28850], [-2.92821, -2.78387, -3.18612], [-4.18739, -5.33903, -1.21966], [-3.44191, -3.96579, -0.39109], [-2.91867, -5.61216, -0.01708], [0.52269, -6.16432, -1.25904], [2.60428, -5.41859, -0.13700], [2.86756, -2.98592, 0.37284], [2.85555, -0.19540, 1.22603], [3.43184, 1.39841, 1.11908], [3.29861, 2.08708, -0.03966], [3.65594, 3.37342, -0.21802], [4.23355, 4.07216, 0.79795], [4.44567, 3.39844, 2.01629], [4.06122, 2.09618, 2.17743], [2.88756, 1.56119, -0.82997], [3.44906, 3.78124, -1.19765], [4.51686, 5.10412, 0.66173], [4.91295, 3.92215, 2.84072], [4.20407, 1.57175, 3.11052]], "mulliken_spin": [2.95, 0.00, 0.00, -0.01, -0.01, -0.08, 0.05, 0.03, 0.01, 0.00, 0.00, 0.00, 0.01, 0.01, 0.01, 0.01, 0.01, 0.03, -0.02, 0.00, 0.00, 0.00, 0.00, 0.00, 0.00, 0.00, 0.00, 0.00, 0.00, 0.00, 0.00, 0.00, 0.00, 0.00, 0.00, 0.02, -0.01, 0.03, -0.04, 0.02, -0.02, 0.00, 0.00, 0.00, 0.00, 0.00, 0.00, 0.00, 0.00, 0.00, 0.00, 0.00, -0.01, -0.02, 0.01, 0.01, 0.00, 0.00, 0.00, 0.01, -0.01, 0.00, 0.00, 0.00, 0.00]}